[1]
The following is a DFT calculation (the ωB97M-V functional and the def2-TZVPD basis) of C7H10 in the gas phase.

Last column: Löwdin charge in e.
CARTESIAN COORDINATES (ANGSTROEM)
C (-2.339, 0.968, -0.137)  -0.102
C (-1.492, -0.152, -0.654)  -0.121
C (-0.259, -0.388, -0.233)  -0.243
C (0.867, -1.276, -0.726)  -0.092
C (1.687, -0.800, 0.484)  -0.206
C (1.844, 0.687, 0.465)  -0.085
C (0.541, 0.106, 0.934)  -0.177
H (-3.180, 0.582, 0.446)  0.070
H (-2.719, 1.546, -0.989)  0.073
H (-1.756, 1.659, 0.484)  0.073
H (-1.914, -0.774, -1.444)  0.105
H (0.633, -2.345, -0.740)  0.113
H (1.269, -0.983, -1.704)  0.112
H (2.313, -1.437, 1.099)  0.128
H (1.879, 1.234, -0.476)  0.110
H (2.467, 1.100, 1.254)  0.104
H (0.159, 0.273, 1.938)  0.136

Results
Net charge = 0
Gap between HOMO and LUMO = 0.35638 Ha
Relative energy (zero: lowest compared OMol25 entry of this formula, charge and spin) = 49.3 kcal per mole
LUMO = 0.0434 hartree
SMILES string = C/C=C1/C[C@H]2C[C@@H]12


[2]
The following is a DFT calculation (the ωB97M-V functional and the def2-TZVPD basis) of a molecular structure, C25H22N4O4PdS at a distorted geometry.

Last column: Löwdin charge in e.
CARTESIAN COORDINATES (ANGSTROEM)
Pd (0.384, 0.677, 0.788)  1.080
O (4.195, 0.655, 2.553)  0.197
C (3.013, 0.544, 2.303)  -0.404
N (2.363, 1.238, 1.343)  0.072
C (3.092, 2.113, 0.492)  -0.104
C (2.146, 2.864, -0.399)  -0.249
C (2.599, 3.621, -1.479)  0.013
C (1.676, 4.305, -2.250)  -0.013
C (0.340, 4.295, -1.874)  -0.012
C (-0.031, 3.530, -0.780)  -0.115
N (0.845, 2.803, -0.098)  0.032
C (2.104, -0.402, 3.044)  -0.192
C (2.650, -1.321, 3.933)  0.043
C (1.790, -2.156, 4.628)  -0.005
C (0.423, -2.036, 4.420)  -0.015
C (-0.036, -1.115, 3.488)  -0.120
N (0.791, -0.323, 2.814)  0.017
H (3.822, 1.546, -0.108)  0.171
H (3.690, 2.822, 1.089)  0.168
H (3.653, 3.664, -1.712)  0.129
H (1.990, 4.840, -3.135)  0.126
H (-0.402, 4.858, -2.415)  0.121
H (-1.062, 3.501, -0.443)  0.121
H (3.724, -1.356, 4.057)  0.136
H (2.178, -2.889, 5.319)  0.128
H (-0.278, -2.651, 4.960)  0.122
H (-1.094, -1.021, 3.274)  0.108
O (-1.576, 0.913, -2.932)  0.134
C (-1.229, 0.764, -1.784)  -0.613
O (-0.072, 0.492, -1.352)  -0.075
C (-2.310, 0.851, -0.671)  -0.198
C (-3.647, 0.876, -1.038)  0.022
C (-4.605, 0.910, -0.036)  -0.008
C (-4.183, 0.908, 1.287)  -0.018
C (-2.824, 0.890, 1.563)  -0.105
N (-1.903, 0.854, 0.599)  0.023
H (-3.886, 0.875, -2.091)  0.129
H (-5.655, 0.949, -0.289)  0.126
H (-4.896, 0.942, 2.095)  0.121
H (-2.459, 0.936, 2.583)  0.114
C (0.445, -3.757, 0.579)  -0.154
S (-0.053, -2.049, 0.150)  0.956
O (1.252, -1.320, 0.216)  -0.538
C (-0.432, -2.228, -1.602)  -0.341
C (0.584, -2.015, -2.524)  -0.006
C (0.279, -2.028, -3.872)  0.003
C (-1.029, -2.226, -4.281)  0.028
C (-2.043, -2.433, -3.351)  0.020
C (-1.751, -2.411, -1.996)  -0.047
H (1.208, -4.080, -0.119)  0.074
H (-0.419, -4.406, 0.527)  0.070
H (0.844, -3.738, 1.589)  0.058
H (1.590, -1.845, -2.174)  0.133
H (1.057, -1.863, -4.600)  0.133
H (-1.267, -2.208, -5.332)  0.138
H (-3.052, -2.598, -3.693)  0.136
H (-2.531, -2.559, -1.265)  0.129

Results
Expectation value of S² = 6.04
Net charge = +2
Gap between HOMO and LUMO (spin up / spin down) = 0.33306 / 0.17523 Ha
LUMO (spin up / spin down) = -0.2104 / -0.3776 hartree
Spin multiplicity = 5


[3]
The following is a DFT calculation (the ωB97M-V functional and the def2-TZVPD basis) of a molecular structure, C35H33CoNO3P.

Last column: Löwdin charge in e.
CARTESIAN COORDINATES (ANGSTROEM)
Co (-0.370, 0.215, 0.033)  0.686
O (-1.286, 1.280, 1.487)  -0.157
C (-1.542, 1.193, 2.928)  -0.153
C (-1.518, -0.254, 3.335)  -0.139
C (-0.115, -0.870, 3.175)  -0.110
C (0.002, -1.968, 2.156)  -0.248
C (-0.007, -3.299, 2.547)  0.014
C (0.184, -4.298, 1.611)  -0.009
C (0.410, -3.941, 0.289)  -0.020
C (0.380, -2.605, -0.038)  -0.100
N (0.157, -1.626, 0.861)  0.047
H (-1.596, 2.129, 1.146)  0.102
H (-2.507, 1.663, 3.109)  0.138
H (-0.758, 1.763, 3.429)  0.134
H (-2.267, -0.815, 2.771)  0.114
H (-1.834, -0.297, 4.378)  0.134
H (0.232, -1.272, 4.127)  0.130
H (0.600, -0.086, 2.912)  0.095
H (-0.141, -3.536, 3.593)  0.131
H (0.177, -5.337, 1.911)  0.128
H (0.610, -4.681, -0.472)  0.122
H (0.554, -2.281, -1.055)  0.100
O (-1.614, 2.201, -1.013)  0.122
C (-0.690, 2.823, -1.393)  -0.088
C (0.443, 3.475, -1.751)  -0.203
C (0.429, 4.683, -2.515)  -0.008
C (1.623, 5.286, -2.808)  -0.048
C (2.847, 4.746, -2.383)  -0.040
C (2.862, 3.566, -1.653)  -0.067
C (1.694, 2.902, -1.315)  -0.304
P (1.736, 1.337, -0.436)  1.079
C (2.434, 1.648, 1.204)  -0.363
C (2.377, 2.910, 1.789)  -0.075
C (2.827, 3.094, 3.090)  -0.055
C (3.347, 2.025, 3.806)  -0.052
C (3.417, 0.766, 3.222)  -0.063
C (2.956, 0.573, 1.929)  -0.125
C (2.847, 0.240, -1.326)  -0.359
C (2.302, -0.492, -2.383)  -0.108
C (3.116, -1.301, -3.160)  -0.059
C (4.474, -1.384, -2.880)  -0.048
C (5.020, -0.656, -1.832)  -0.046
C (4.211, 0.161, -1.055)  -0.078
H (-0.508, 5.102, -2.851)  0.126
H (1.612, 6.199, -3.388)  0.123
H (3.775, 5.240, -2.631)  0.117
H (3.813, 3.144, -1.347)  0.120
H (2.001, 3.758, 1.229)  0.110
H (2.788, 4.079, 3.536)  0.117
H (3.712, 2.173, 4.814)  0.117
H (3.839, -0.065, 3.771)  0.117
H (3.022, -0.411, 1.479)  0.109
H (1.244, -0.419, -2.611)  0.081
H (2.696, -1.861, -3.984)  0.113
H (5.111, -2.016, -3.484)  0.118
H (6.079, -0.721, -1.621)  0.119
H (4.643, 0.727, -0.240)  0.111
C (-1.945, -1.534, -3.593)  0.024
C (-2.093, -1.109, -2.170)  -0.304
O (-1.115, -0.533, -1.655)  -0.072
C (-3.335, -1.370, -1.433)  -0.147
C (-3.527, -0.908, -0.130)  -0.015
C (-4.702, -1.175, 0.544)  -0.045
C (-5.706, -1.911, -0.082)  -0.029
C (-5.534, -2.372, -1.378)  -0.032
C (-4.354, -2.100, -2.052)  0.002
H (-0.964, -1.244, -3.957)  0.091
H (-2.717, -1.069, -4.208)  0.114
H (-2.072, -2.614, -3.687)  0.109
H (-2.782, -0.308, 0.374)  0.076
H (-4.851, -0.805, 1.549)  0.114
H (-6.628, -2.117, 0.444)  0.123
H (-6.317, -2.936, -1.863)  0.122
H (-4.232, -2.466, -3.061)  0.118

Results
Expectation value of S² = 6.05
Net charge = +2
Gap between HOMO and LUMO (spin up / spin down) = 0.22182 / 0.30263 Ha
Relative energy (zero: lowest compared OMol25 entry of this formula, charge and spin) = 4.1 kcal per mole
LUMO (spin up / spin down) = -0.2108 / -0.2195 hartree
Spin multiplicity = 5


[4]
The following is a DFT calculation (the ωB97M-V functional and the def2-TZVPD basis) of 6 unconnected molecules or ions with the total composition C40H68O9 at a distorted geometry.

Last column: Löwdin charge in e.
CARTESIAN COORDINATES (ANGSTROEM)
C (1.434, -4.185, 3.449)  0.025
C (0.966, -2.825, 3.042)  -0.553
O (1.026, -1.892, 3.773)  0.135
O (0.505, -2.690, 1.765)  -0.029
C (-0.854, -3.139, 1.654)  -0.177
C (-1.205, -3.338, 0.176)  -0.139
C (-1.717, -4.735, -0.195)  -0.198
C (-3.105, -4.724, -0.832)  -0.142
C (-4.234, -4.364, 0.110)  -0.187
C (-5.489, -4.052, -0.358)  -0.013
C (-6.523, -3.690, 0.502)  0.019
C (-6.284, -3.627, 1.869)  -0.092
C (-5.029, -3.952, 2.357)  -0.075
C (-4.012, -4.332, 1.485)  0.057
C (-4.780, -3.863, 3.818)  -0.297
O (-4.084, -4.646, 4.409)  0.139
C (-5.485, -2.729, 4.475)  -0.083
C (-4.917, -1.991, 5.504)  0.000
C (-5.618, -0.920, 6.044)  -0.060
C (-6.889, -0.595, 5.574)  -0.058
C (-7.457, -1.344, 4.549)  -0.002
C (-6.763, -2.407, 3.984)  -0.082
C (-7.312, -3.201, 2.854)  -0.302
O (-8.476, -3.484, 2.762)  0.140
H (1.140, -4.344, 4.480)  0.094
H (2.519, -4.227, 3.397)  0.092
H (1.032, -4.979, 2.826)  0.081
H (-1.517, -2.400, 2.098)  0.131
H (-0.953, -4.093, 2.173)  0.107
H (-1.894, -2.566, -0.156)  0.114
H (-0.275, -3.158, -0.359)  0.116
H (-1.710, -5.412, 0.657)  0.103
H (-1.046, -5.194, -0.917)  0.110
H (-3.094, -3.955, -1.605)  0.109
H (-3.286, -5.683, -1.312)  0.123
H (-5.719, -4.060, -1.414)  0.121
H (-7.501, -3.442, 0.124)  0.121
H (-3.069, -4.589, 1.935)  0.102
H (-3.933, -2.234, 5.874)  0.121
H (-5.184, -0.324, 6.832)  0.104
H (-7.446, 0.227, 5.993)  0.104
H (-8.438, -1.100, 4.169)  0.120
C (3.656, -0.247, 2.309)  -0.067
C (4.294, -1.059, 3.425)  -0.270
O (5.563, -1.596, 3.088)  -0.157
C (6.552, -0.639, 2.760)  -0.279
C (6.870, 0.325, 3.892)  -0.078
H (3.607, -0.834, 1.390)  0.088
H (2.645, 0.046, 2.591)  0.070
H (4.224, 0.661, 2.093)  0.057
H (3.664, -1.918, 3.652)  0.095
H (4.359, -0.469, 4.345)  0.112
H (6.266, -0.090, 1.855)  0.099
H (7.449, -1.209, 2.513)  0.118
H (6.021, 0.966, 4.131)  0.067
H (7.705, 0.971, 3.615)  0.068
H (7.138, -0.224, 4.797)  0.080
C (-2.169, -0.778, -4.504)  -0.080
C (-3.450, -1.588, -4.405)  -0.275
O (-3.977, -1.680, -3.091)  -0.180
C (-4.327, -0.447, -2.484)  -0.283
C (-5.394, 0.334, -3.233)  -0.078
H (-1.422, -1.158, -3.804)  0.083
H (-1.764, -0.834, -5.515)  0.073
H (-2.335, 0.276, -4.275)  0.071
H (-3.251, -2.617, -4.707)  0.118
H (-4.207, -1.199, -5.095)  0.109
H (-3.435, 0.171, -2.330)  0.108
H (-4.702, -0.711, -1.494)  0.114
H (-5.040, 0.682, -4.204)  0.067
H (-5.689, 1.210, -2.656)  0.077
H (-6.274, -0.288, -3.401)  0.082
C (5.068, 4.225, -1.093)  -0.068
C (4.955, 3.414, 0.187)  -0.280
O (5.941, 2.407, 0.320)  -0.173
C (7.285, 2.848, 0.354)  -0.280
C (7.594, 3.783, 1.511)  -0.075
H (5.077, 3.567, -1.963)  0.082
H (4.221, 4.907, -1.176)  0.066
H (5.980, 4.824, -1.118)  0.069
H (4.000, 2.888, 0.196)  0.110
H (4.958, 4.072, 1.062)  0.110
H (7.565, 3.309, -0.600)  0.108
H (7.886, 1.942, 0.454)  0.115
H (7.067, 4.733, 1.419)  0.068
H (8.663, 3.998, 1.547)  0.078
H (7.296, 3.328, 2.457)  0.071
C (0.232, 7.036, 0.410)  -0.079
C (1.469, 6.171, 0.235)  -0.293
O (2.141, 5.876, 1.445)  -0.168
C (1.397, 5.157, 2.412)  -0.278
C (0.937, 3.787, 1.942)  -0.072
H (0.478, 7.947, 0.957)  0.083
H (-0.172, 7.311, -0.564)  0.076
H (-0.554, 6.517, 0.960)  0.067
H (2.199, 6.703, -0.376)  0.114
H (1.221, 5.247, -0.302)  0.107
H (0.545, 5.751, 2.760)  0.107
H (2.069, 5.041, 3.262)  0.118
H (0.208, 3.855, 1.133)  0.068
H (0.469, 3.245, 2.764)  0.079
H (1.785, 3.203, 1.579)  0.067
C (1.150, -0.093, -8.911)  -0.080
C (0.294, 1.071, -8.439)  -0.281
O (-0.138, 0.959, -7.096)  -0.170
C (0.885, 0.906, -6.118)  -0.286
C (1.773, 2.138, -6.083)  -0.077
H (0.635, -1.039, -8.739)  0.081
H (1.357, 0.003, -9.977)  0.077
H (2.107, -0.134, -8.390)  0.066
H (-0.620, 1.113, -9.032)  0.118
H (0.816, 2.022, -8.597)  0.108
H (1.488, 0.000, -6.244)  0.110
H (0.367, 0.807, -5.164)  0.107
H (2.367, 2.240, -6.992)  0.067
H (2.465, 2.077, -5.242)  0.076
H (1.170, 3.041, -5.976)  0.083

Results
Net charge = 0
Gap between HOMO and LUMO = 0.32260 Ha
Relative energy (zero: lowest compared OMol25 entry of this formula, charge and spin) = 0.0 kcal per mole
LUMO = -0.0196 hartree
SMILES string = CC(=O)OCCCCc1ccc2c(c1)C(=O)c1ccccc1C2=O.CCOCC.CCOCC.CCOCC.CCOCC.CCOCC


[5]
The following is a DFT calculation (the ωB97M-V functional and the def2-TZVPD basis) of C5H10N2O2 in the gas phase at a distorted geometry.

Last column: Löwdin charge in e.
CARTESIAN COORDINATES (ANGSTROEM)
H (0.413, 2.145, -0.652)  0.103
N (-0.543, 1.729, -1.038)  0.135
C (-0.742, 0.906, -0.034)  -0.526
O (-1.894, 0.297, 0.219)  -0.074
C (-2.773, 0.204, -0.914)  -0.090
N (0.114, 0.674, 1.109)  0.009
C (0.264, -0.616, 1.822)  -0.024
C (1.256, -0.127, 0.819)  -0.368
C (1.654, -0.641, -0.476)  -0.226
O (2.720, -1.679, -0.465)  -0.127
H (-3.379, 1.225, -0.947)  0.125
H (-3.688, -0.457, -0.902)  0.085
H (-2.221, -0.139, -1.863)  0.110
H (-0.446, -1.382, 1.388)  0.137
H (0.533, -0.580, 2.896)  0.119
H (2.172, 0.391, 1.247)  0.156
H (0.950, -1.127, -1.199)  0.132
H (1.992, 0.513, -0.986)  0.179
H (3.617, -1.334, -0.022)  0.148

Results
Net charge = 0
Gap between HOMO and LUMO = 0.37284 Ha
Relative energy (zero: lowest compared OMol25 entry of this formula, charge and spin) = 123.9 kcal per mole
LUMO = 0.0251 hartree
SMILES string = [H]/N=C(/OC)N1C[C@H]1CO


[6]
The following is a DFT calculation (the ωB97M-V functional and the def2-TZVPD basis) of C18H22N2O4S in the gas phase.

Last column: Löwdin charge in e.
CARTESIAN COORDINATES (ANGSTROEM)
C (-1.166, -4.260, -5.544)  -0.088
O (-0.960, -4.324, -4.153)  -0.077
C (-1.135, -3.190, -3.420)  -0.270
C (-1.501, -1.952, -3.930)  -0.023
C (-1.650, -0.885, -3.065)  -0.019
C (-1.445, -0.989, -1.692)  -0.091
C (-1.612, 0.185, -0.835)  -0.270
C (-2.306, 1.393, -1.396)  -0.033
N (-1.174, 0.099, 0.363)  0.025
N (-1.266, 1.209, 1.183)  -0.119
S (-0.330, 2.587, 0.834)  0.683
O (0.138, 2.514, -0.519)  -0.281
O (-1.115, 3.726, 1.210)  -0.290
C (1.035, 2.431, 1.990)  -0.230
C (1.079, 3.345, 3.023)  -0.021
C (2.091, 3.291, 3.972)  -0.266
C (2.163, 4.287, 5.088)  -0.047
C (3.047, 2.289, 3.844)  -0.030
C (2.993, 1.377, 2.806)  -0.028
C (1.982, 1.423, 1.850)  -0.246
C (1.921, 0.436, 0.733)  -0.037
C (-1.054, -2.253, -1.183)  -0.205
O (-0.843, -2.354, 0.148)  -0.092
C (-0.506, -3.606, 0.694)  -0.075
C (-0.915, -3.325, -2.050)  0.061
H (-0.471, -3.562, -6.020)  0.096
H (-0.977, -5.266, -5.916)  0.093
H (-2.194, -3.972, -5.785)  0.096
H (-1.669, -1.804, -4.984)  0.102
H (-1.921, 0.070, -3.486)  0.109
H (-3.208, 1.089, -1.925)  0.090
H (-2.570, 2.064, -0.580)  0.068
H (-1.652, 1.938, -2.072)  0.086
H (-1.088, 0.928, 2.139)  0.115
H (0.308, 4.099, 3.062)  0.113
H (1.231, 4.839, 5.173)  0.077
H (2.967, 4.999, 4.900)  0.085
H (2.371, 3.791, 6.034)  0.080
H (3.847, 2.226, 4.567)  0.115
H (3.752, 0.611, 2.730)  0.112
H (1.077, -0.245, 0.857)  0.071
H (1.769, 0.954, -0.212)  0.076
H (2.838, -0.146, 0.686)  0.083
H (0.448, -3.976, 0.303)  0.097
H (-0.414, -3.439, 1.766)  0.095
H (-1.286, -4.352, 0.512)  0.098
H (-0.628, -4.302, -1.700)  0.114

Results
Net charge = 0
Gap between HOMO and LUMO = 0.31912 Ha
Relative energy (zero: lowest compared OMol25 entry of this formula, charge and spin) = 77.5 kcal per mole
LUMO = 0.0254 hartree
SMILES string = COc1ccc(/C(C)=N/NS(=O)(=O)c2cc(C)ccc2C)c(OC)c1